ORCA calculation (the ωB97M-V functional and the def2-TZVPD basis) on a molecular structure, C47H58BrCl2N2O3PS2Ti.

Each line ends with the Löwdin charge.
Geometry (Å):
Cl  -1.49  -4.29  7.40  0.6580
C  1.16  -4.60  4.44  -0.5556
C  -5.00  3.36  -1.38  -0.1920
H  1.58  -0.31  6.73  0.1081
C  0.62  -0.76  3.49  -0.4411
H  0.14  -5.86  -3.46  0.1056
C  1.06  -5.34  -3.24  -0.0923
Br  -1.71  0.16  -5.07  0.7398
C  0.17  -1.95  -1.28  -0.1819
H  4.11  -1.15  1.30  0.1343
C  2.13  2.50  -3.02  -0.1786
S  0.07  -5.17  -0.67  0.7352
C  1.26  2.84  -1.80  -0.1817
H  2.62  -5.77  0.38  0.0849
H  -4.96  0.42  -2.14  0.1096
C  -0.22  2.77  -2.19  -0.3407
C  -2.89  1.97  -1.55  -0.3327
H  3.53  -2.68  1.96  0.1050
H  -2.43  -2.53  2.63  0.1182
H  3.34  -4.66  1.53  0.0397
C  2.97  -1.09  3.74  -0.0196
H  0.36  4.02  3.38  0.1081
C  -0.95  -0.72  -3.57  -0.6970
C  0.42  -0.77  -3.42  -0.1385
H  4.25  -5.12  0.06  0.1074
C  -1.31  -3.45  4.83  -0.0614
C  0.57  -3.90  3.37  -0.3336
H  0.29  4.62  -5.05  0.1097
C  -3.69  1.09  -0.56  -0.1923
H  2.09  -0.21  -0.30  0.0649
H  1.36  5.16  1.38  0.1123
H  4.32  -3.45  -2.41  0.1119
C  3.49  -2.56  -0.16  -0.1593
H  0.12  5.20  -0.76  0.0874
N  2.65  -3.77  -0.28  -0.2303
C  1.85  -1.08  2.90  -0.2197
H  0.84  2.16  -4.73  0.0833
H  -3.24  3.92  -2.50  0.0840
H  4.55  -2.81  -0.30  0.1325
C  2.46  -4.21  -1.65  -0.3014
H  -5.60  0.07  -0.54  0.1090
H  3.79  -0.85  5.70  0.1087
H  -0.35  1.79  -2.67  0.0923
S  -0.94  -0.69  2.65  1.0534
C  -0.59  3.85  -3.23  -0.1815
H  0.83  3.52  1.00  0.0961
H  1.03  -5.27  6.47  0.1063
C  2.88  -0.82  5.10  -0.0615
H  2.04  -1.40  -2.24  0.0745
C  3.40  -3.98  -2.64  -0.0302
H  3.11  2.98  -2.91  0.1089
C  3.34  -1.92  1.21  -0.1798
C  -0.70  -4.15  5.86  -0.6648
C  -5.90  2.13  -1.17  -0.1873
Ti  0.58  -3.20  0.50  0.9114
H  3.95  -1.30  3.35  0.1012
H  1.24  4.96  -3.62  0.1131
C  1.85  -0.06  0.75  -0.0533
C  -1.22  -1.89  -1.51  -0.1147
C  -5.07  0.83  -1.13  -0.1917
C  0.54  -4.73  5.67  -0.1262
C  0.48  4.52  1.27  -0.1981
H  3.90  -4.22  -4.71  0.1025
P  -1.35  2.57  -0.77  0.8043
N  2.00  -1.35  1.47  -0.1515
H  -2.12  3.64  3.39  0.1117
H  2.25  3.14  -5.09  0.1084
C  -0.43  5.07  0.18  -0.1899
C  0.55  -0.48  4.86  -0.0965
H  -2.80  5.11  1.56  0.1205
H  -0.54  5.46  2.92  0.1122
H  -1.90  -2.33  -0.79  0.0872
H  2.54  0.68  1.17  0.1095
C  0.63  4.20  -4.11  -0.1872
H  3.21  -1.87  -0.95  0.0926
O  1.21  -3.80  2.22  -0.2319
H  -3.13  0.17  -0.39  0.0984
Cl  2.73  -5.30  4.21  0.7251
C  -0.28  4.44  2.60  -0.1959
H  -3.32  3.47  1.23  0.0854
O  -0.81  1.57  0.19  -0.3417
C  -0.69  -3.32  3.60  -0.1549
H  -1.40  3.48  -3.86  0.1007
H  -4.66  3.75  -0.42  0.0921
C  1.48  2.95  -4.34  -0.1964
H  2.31  1.42  -3.05  0.0891
O  -0.99  -2.91  1.25  -0.3196
C  -1.35  -2.49  2.54  -0.5318
C  -1.55  3.61  2.46  -0.1963
C  -3.79  3.02  -2.24  -0.1847
H  1.51  3.85  -1.44  0.1003
H  -2.86  -1.27  -2.76  0.1009
C  2.00  -5.10  -4.23  -0.0786
H  0.83  0.30  0.80  0.0376
H  -1.28  2.57  2.28  0.0829
H  -5.58  4.17  -1.85  0.1108
C  1.67  -0.52  5.67  -0.0692
C  1.28  -4.90  -1.94  -0.5721
H  -2.28  -2.99  5.00  0.1228
C  -1.78  -1.29  -2.63  -0.1382
C  3.17  -4.42  -3.94  -0.0766
H  -4.14  2.60  -3.20  0.1189
H  -2.34  4.73  -0.74  0.1061
H  -6.45  2.25  -0.23  0.1066
H  1.80  -5.44  -5.24  0.1047
C  -1.68  4.22  -0.03  -0.3371
H  -0.76  6.08  0.47  0.1218
H  1.46  2.16  -0.98  0.0883
H  -3.77  1.58  0.42  0.1044
C  0.96  -1.38  -2.29  -0.1240
C  3.27  -4.90  0.47  -0.0450
H  1.07  -0.34  -4.18  0.0969
H  -0.42  -0.25  5.27  0.1028
C  -2.43  4.11  1.32  -0.1840
H  -6.64  2.07  -1.96  0.1056
H  -2.51  1.30  -2.32  0.0759
H  -0.96  4.76  -2.74  0.0998

Computed properties:
Spin multiplicity ... 1
Lowest unoccupied orbital energy ... -0.01 eV
ΔE to the lowest compared entry with this formula, charge and spin ... 0.000 eV
HOMO ... -7.964 eV

=====

ORCA calculation (the ωB97M-V functional and the def2-TZVPD basis) on a molecular structure, C47H59BrCrF4NOPSSbSi3.

Each line ends with the Mulliken spin population.
Geometry (Å):
P  2.65  -0.66  0.53  -0.1380
C  -4.43  -2.86  -2.36  -0.0021
C  4.99  0.84  1.35  0.0012
Si  -0.39  3.01  2.17  -0.0013
H  4.88  -0.18  -1.30  -0.0015
H  -6.81  -2.84  0.86  0.0000
H  -3.61  4.39  -1.12  -0.0004
H  -0.57  6.18  -2.19  -0.0001
H  3.29  1.42  -4.45  -0.0003
H  -3.05  1.56  -2.82  0.0001
C  5.68  2.02  1.57  -0.0013
C  3.81  3.27  0.75  0.0009
C  5.09  3.24  1.27  -0.0008
C  -1.13  -0.99  -2.85  0.0286
C  -3.81  -2.88  2.57  0.0025
S  -2.37  -1.65  -3.88  -0.0027
C  -0.21  4.88  2.11  -0.0010
H  3.34  4.22  0.50  0.0004
H  -3.34  4.37  0.63  0.0001
C  -4.01  1.05  0.99  -0.0028
H  5.48  -0.10  1.55  -0.0007
C  1.12  -1.86  4.21  -0.0022
F  -0.09  -1.89  4.78  -0.0017
H  2.73  -2.03  -2.39  -0.0029
C  -0.86  3.33  -3.45  -0.0010
F  4.51  -2.74  5.03  -0.0002
C  -0.74  5.51  -1.33  -0.0020
C  -2.98  -2.20  -0.06  -0.0176
C  4.86  -1.25  -1.09  -0.0129
H  -2.79  3.17  2.83  0.0000
C  3.12  2.08  0.54  0.0374
C  3.45  -2.30  4.35  0.0053
Cr  0.51  -0.72  -0.44  1.9297
H  4.81  -5.02  -0.33  0.0007
H  -1.04  5.37  1.60  0.0002
F  2.05  -2.77  6.18  -0.0007
C  -4.18  -2.87  0.06  -0.0069
C  0.29  -3.64  0.42  0.0991
H  -3.49  0.11  1.19  -0.0014
H  -5.31  -5.11  2.44  0.0000
C  1.11  2.34  3.10  0.0048
H  0.72  5.17  1.61  -0.0002
H  2.71  -3.68  -3.06  0.0052
H  1.57  0.84  -6.15  0.0007
C  1.41  0.59  -5.10  0.0154
H  -2.15  1.57  3.24  -0.0002
H  2.12  2.11  0.12  -0.0254
Sb  -0.61  1.91  -0.15  -0.0098
H  -5.63  -5.14  0.70  0.0000
H  -1.80  5.51  -1.11  0.0004
H  6.46  -1.68  -2.44  -0.0003
H  1.99  2.95  2.91  0.0001
C  3.93  -1.75  -0.18  -0.0129
H  2.16  4.78  -1.34  0.0002
H  -4.71  1.80  -2.25  0.0000
H  1.92  4.52  -3.06  -0.0002
Si  -3.17  2.06  -0.35  -0.0006
H  -0.59  2.31  -3.74  0.0001
H  -4.24  -3.20  3.52  0.0003
C  0.88  -2.64  -0.58  -0.3924
C  -6.09  -2.58  1.64  -0.0005
C  -3.79  3.83  -0.20  -0.0018
C  -4.90  -3.19  -1.11  0.0023
H  -0.20  5.92  -0.48  -0.0001
C  -3.21  -2.19  -2.46  0.0021
H  -0.51  -0.28  -5.42  -0.0007
H  -0.79  -3.53  0.49  -0.0202
H  -2.39  -1.94  0.81  -0.0187
H  1.36  1.31  2.84  0.0008
H  -0.51  4.01  -4.23  0.0000
C  3.68  0.85  0.85  -0.0885
Br  -0.28  -0.86  1.97  -0.0053
H  -5.00  -3.11  -3.25  0.0001
O  1.47  -3.43  -1.50  -0.0627
C  2.18  0.59  -2.81  -0.0517
H  -4.12  1.60  1.92  -0.0011
H  -1.73  2.98  4.22  0.0000
C  1.04  -0.07  -2.34  -0.0693
C  2.10  -2.88  -2.65  0.0234
H  -5.01  0.78  0.63  -0.0001
H  2.36  3.16  -2.03  0.0006
H  3.21  -3.53  0.78  0.0112
H  -5.84  -3.71  -1.03  0.0001
H  -0.16  5.25  3.14  0.0001
H  1.36  -2.57  -3.39  -0.0053
C  0.25  -0.04  -4.69  -0.0194
H  -1.95  3.41  -3.40  0.0001
N  -1.31  -1.16  -1.57  -0.0795
H  6.43  -4.11  -1.97  -0.0002
H  -2.83  -3.35  2.48  0.0003
C  -2.49  -1.85  -1.32  0.0727
H  -4.88  3.80  -0.04  0.0000
Si  -0.07  3.82  -1.82  -0.0064
C  -3.73  1.36  -2.00  0.0007
C  1.30  -1.40  2.92  -0.0445
H  6.69  1.98  1.96  0.0001
H  0.90  2.38  4.17  0.0001
C  4.83  -3.96  -0.55  -0.0057
C  2.37  0.92  -4.15  -0.0194
C  3.93  -3.12  0.08  -0.0262
H  0.51  -4.66  0.10  -0.0065
C  -4.93  -4.80  1.46  -0.0002
H  -5.97  -1.50  1.64  -0.0001
C  5.75  -2.09  -1.73  0.0031
C  2.54  -1.35  2.30  -0.0332
C  0.08  -0.33  -3.34  -0.0077
H  -6.52  -2.88  2.60  0.0001
C  -1.91  2.64  3.20  0.0001
C  5.73  -3.45  -1.47  -0.0035
H  5.63  4.16  1.45  0.0001
C  -4.74  -3.28  1.42  -0.0016
H  -3.66  -1.80  2.62  -0.0009
C  1.77  4.07  -2.07  -0.0015
H  0.69  -3.49  1.43  -0.0120
H  2.98  0.84  -2.11  -0.0013
H  -3.98  -5.31  1.29  0.0000
C  3.60  -1.82  3.05  -0.0070
H  -3.87  0.29  -1.92  -0.0010
C  2.21  -2.31  4.94  -0.0019
F  4.85  -1.86  2.57  -0.0010

Computed properties:
Spin multiplicity ... 2
Lowest unoccupied orbital energy (alpha / beta) ... 0.28 / 0.23 eV
ΔE to the lowest compared entry with this formula, charge and spin ... 0.000 eV
⟨S²⟩ ... 1.1455
HOMO (alpha / beta) ... -7.231 / -5.780 eV